DFT (ωB97M-V with the def2-TZVPD basis set) results for a molecular structure, C34H30N5OS4SeSiY.

```
77
Properties=species:S:1:pos:R:3
Y -0.214 -0.193 0.158
S -1.640 -2.573 0.738
C -0.499 -3.420 1.763
C -0.954 -4.180 2.855
C -0.085 -4.825 3.713
C 1.294 -4.758 3.526
C 1.776 -4.040 2.448
C 0.897 -3.389 1.582
S 1.630 -2.478 0.254
C 1.155 -3.472 -1.188
C 0.462 -2.752 -2.320
C 0.663 -3.200 -3.623
C -0.147 -2.719 -4.633
C -1.200 -1.884 -4.296
C -1.339 -1.488 -2.975
C -2.612 -0.848 -2.498
S -2.359 0.766 -1.711
C -3.795 0.845 -0.665
C -5.026 0.979 -1.316
C -6.206 1.001 -0.602
C -6.143 0.904 0.787
C -4.929 0.803 1.432
C -3.706 0.777 0.735
S -2.230 0.707 1.683
N -0.443 -1.813 -2.029
H -2.022 -4.222 3.026
H -0.486 -5.380 4.553
H 1.975 -5.254 4.204
H 2.841 -3.971 2.265
H 0.440 -4.208 -0.814
H 2.025 -4.009 -1.566
H 1.433 -3.933 -3.825
H 0.001 -3.036 -5.658
H -1.926 -1.568 -5.033
H -3.044 -1.505 -1.740
H -3.315 -0.751 -3.323
H -5.042 1.066 -2.397
H -7.154 1.095 -1.114
H -7.056 0.912 1.370
H -4.893 0.734 2.512
Se 4.076 6.012 -3.398
N 4.278 4.241 -3.391
C 3.278 3.756 -2.710
C 3.057 2.322 -2.510
C 3.924 1.376 -3.045
C 3.676 0.045 -2.817
C 2.556 -0.292 -2.068
N 1.707 0.593 -1.560
C 1.960 1.896 -1.761
C 1.037 2.881 -1.146
N 0.021 2.399 -0.413
C -0.813 3.270 0.148
C -0.683 4.651 0.014
C 0.358 5.146 -0.728
C 1.240 4.247 -1.323
C 2.376 4.711 -2.122
N 2.650 5.968 -2.328
H 4.776 1.712 -3.622
H 4.323 -0.731 -3.199
H 2.347 -1.330 -1.869
H -1.604 2.836 0.749
H -1.397 5.300 0.501
H 0.515 6.209 -0.863
C 3.021 0.300 3.854
Si 1.249 0.466 3.289
C 0.699 2.217 3.633
C 0.207 -0.717 4.268
O 1.138 0.156 1.681
H 3.106 0.534 4.920
H 3.679 0.980 3.305
H 3.390 -0.719 3.703
H 0.891 2.493 4.674
H -0.373 2.330 3.442
H 1.239 2.922 2.993
H 0.394 -0.597 5.340
H 0.436 -1.753 3.999
H -0.858 -0.554 4.082
```

HOMO energy (eV): -6.5
Gap between HOMO and LUMO (eV): 5.408
Electronic energy (hartree): -5984.9697
LUMO level (eV): -1.12
Max |F| (hartree/bohr): 0.01070
Total charge: 0
Energy above the lowest of the compared OMol25 structures with the same formula, charge and spin (kJ/mol): 87.5

Formally, the Mulliken partial charges of the atoms, in units of the elementary charge, are as follows: Y 0.669; S -0.450; C 0.726; C -0.758; C -0.492; C -0.721; C -0.700; C 0.230; S -0.021; C -1.027; C 0.288; C -1.083; C -0.693; C -0.913; C 0.300; C -0.874; S 0.001; C -0.064; C -0.444; C -0.679; C -0.608; C -0.933; C 0.911; S -0.432; N 1.096; H 0.433; H 0.368; H 0.378; H 0.441; H 0.629; H 0.534; H 0.465; H 0.429; H 0.437; H 0.373; H 0.518; H 0.424; H 0.382; H 0.362; H 0.500; Se 0.235; N -0.855; C 0.806; C 0.640; C -0.518; C -1.512; C 0.081; N 0.785; C -0.605; C -0.918; N 0.818; C -0.074; C -1.136; C -0.622; C 0.684; C 0.847; N -0.856; H 0.529; H 0.506; H 0.380; H 0.195; H 0.496; H 0.527; C -1.154; Si 0.373; C -0.956; C -0.646; O -0.444; H 0.323; H 0.271; H 0.261; H 0.415; H 0.216; H 0.235; H 0.468; H -0.009; H 0.210


DFT (ωB97M-V with the def2-TZVPD basis set) results for a molecular structure, C34H31FeN7O2S3Te.

```
79
Properties=species:S:1:pos:R:3
Fe -0.276 0.095 1.013
C 4.504 -1.527 3.451
C 3.946 -0.469 4.153
C 2.631 -0.096 3.921
C 1.896 -0.777 2.964
C 2.445 -1.827 2.245
C 3.750 -2.210 2.505
N 0.535 -0.400 2.706
N -0.135 -0.287 3.758
C -1.472 0.054 3.500
C -2.357 0.159 4.560
C -3.678 0.441 4.273
C -4.057 0.594 2.945
C -3.105 0.477 1.949
N -1.826 0.224 2.224
H 5.528 -1.821 3.640
H 4.534 0.068 4.886
H 2.175 0.724 4.458
H 1.834 -2.341 1.516
H 4.181 -3.043 1.965
H -1.993 0.000 5.565
H -4.406 0.531 5.067
H -5.083 0.804 2.676
H -3.356 0.580 0.903
C 3.390 4.688 -3.809
C 2.359 4.137 -2.861
C 2.281 4.605 -1.551
C 1.318 4.127 -0.679
C 0.426 3.159 -1.115
C 0.489 2.671 -2.408
C 1.452 3.167 -3.275
S -0.784 2.541 0.026
O -0.028 2.151 1.243
O -1.751 3.592 0.195
N -1.286 1.146 -0.479
C -2.303 0.980 -1.424
C -3.448 1.745 -1.431
C -4.479 1.525 -2.367
C -4.389 0.523 -3.285
C -3.233 -0.291 -3.314
C -3.081 -1.339 -4.250
C -1.935 -2.074 -4.257
C -0.933 -1.752 -3.318
N -1.031 -0.800 -2.430
C -2.175 -0.064 -2.401
H 4.341 4.858 -3.303
H 3.063 5.645 -4.221
H 3.561 4.011 -4.646
H 2.987 5.352 -1.208
H 1.272 4.483 0.342
H -0.179 1.883 -2.728
H 1.503 2.786 -4.288
H -3.549 2.541 -0.705
H -5.355 2.160 -2.337
H -5.185 0.336 -3.996
H -3.883 -1.540 -4.950
H -1.784 -2.886 -4.955
H -0.008 -2.321 -3.310
S 1.840 0.352 -0.138
C 2.354 -0.863 -1.168
N 3.414 -0.700 -2.006
C 3.486 -1.807 -2.953
C 2.743 -2.903 -2.179
N 1.899 -2.109 -1.299
H 3.675 0.240 -2.250
H 4.515 -2.081 -3.177
H 2.969 -1.561 -3.886
H 3.436 -3.521 -1.601
H 2.154 -3.553 -2.825
H 1.145 -2.468 -0.718
Te -1.088 -2.325 0.378
C -1.478 -3.082 2.306
C -2.655 -2.999 2.998
C -2.594 -3.580 4.295
C -1.366 -4.101 4.575
S -0.296 -3.887 3.257
H -3.540 -2.535 2.584
H -3.426 -3.612 4.985
H -1.046 -4.600 5.475
```

HOMO energy (eV): -7.0
Gap between HOMO and LUMO (eV): 6.273
Electronic energy (hartree): -4574.3312
LUMO level (eV): -0.70
Max |F| (hartree/bohr): 0.00290
Total charge: 0
Energy above the lowest of the compared OMol25 structures with the same formula, charge and spin (kJ/mol): 0.0

Formally, the Mulliken partial charges of the atoms, in units of the elementary charge, are as follows: Fe -0.336; C -0.549; C -0.677; C -0.431; C -0.275; C 0.674; C -1.133; N 1.776; N -0.988; C 0.063; C -0.679; C -0.381; C -0.982; C -0.130; N 0.795; H 0.408; H 0.386; H 0.476; H 0.385; H 0.419; H 0.576; H 0.412; H 0.475; H 0.340; C -1.532; C 1.025; C -0.908; C -0.814; C 0.523; C 0.265; C -1.111; S 1.264; O -0.607; O -0.762; N 0.842; C -0.942; C -0.142; C -1.026; C -0.887; C 0.920; C -0.910; C -1.003; C 0.170; N 0.214; C 0.007; H 0.386; H 0.310; H 0.355; H 0.370; H 0.481; H 0.179; H 0.361; H 0.566; H 0.406; H 0.402; H 0.403; H 0.430; H 0.043; S -0.402; C 0.500; N -0.239; C -0.492; C -0.676; N 0.284; H 0.266; H 0.350; H 0.284; H 0.368; H 0.327; H -0.334; Te 0.177; C 0.011; C -0.368; C -0.687; C -0.481; S -0.124; H 0.505; H 0.397; H 0.426


DFT (ωB97M-V with the def2-TZVPD basis set) results for a molecular structure, C34H31IInN8O3PS2Te.

```
82
Properties=species:S:1:pos:R:3
In -0.609 0.378 0.153
C 2.817 2.560 2.515
C 1.844 1.542 2.003
N 1.143 1.739 0.952
N 1.395 2.900 0.248
C 0.341 3.443 -0.288
N 0.574 4.509 -1.118
S -1.305 2.937 -0.094
C 1.681 0.237 2.698
C 2.064 0.058 4.020
C 1.903 -1.196 4.593
C 1.387 -2.225 3.827
C 1.019 -1.948 2.516
N 1.148 -0.746 1.972
H 2.284 3.358 3.038
H 3.328 3.022 1.672
H 3.546 2.121 3.191
H 1.483 4.938 -1.037
H -0.205 5.114 -1.302
H 2.466 0.876 4.601
H 2.184 -1.361 5.626
H 1.263 -3.223 4.225
H 0.615 -2.724 1.872
I -1.616 -2.804 -0.097
C -2.326 -2.532 1.849
C -2.847 -3.658 2.427
C -3.334 -3.629 3.747
C -3.291 -2.462 4.446
C -2.759 -1.284 3.867
C -2.752 -0.095 4.639
C -2.264 1.059 4.115
C -1.745 1.063 2.801
C -1.703 -0.055 2.002
C -2.240 -1.278 2.535
H -2.884 -4.581 1.866
H -3.740 -4.530 4.189
H -3.666 -2.410 5.462
H -3.151 -0.131 5.646
H -2.266 1.974 4.696
H -1.365 2.002 2.415
S -4.712 0.712 -6.717
N -5.249 0.394 -5.229
C -4.205 0.492 -4.428
C -4.223 0.298 -2.989
C -5.381 0.017 -2.267
C -5.297 -0.107 -0.899
C -4.053 0.045 -0.289
N -2.946 0.296 -0.969
C -3.017 0.426 -2.297
C -1.763 0.752 -3.001
N -0.651 0.839 -2.263
C 0.478 1.216 -2.842
C 0.566 1.507 -4.201
C -0.557 1.378 -4.981
C -1.754 0.994 -4.375
C -3.002 0.840 -5.102
N -3.156 0.999 -6.403
H -6.323 -0.089 -2.792
H -6.169 -0.317 -0.297
H -3.940 -0.043 0.786
H 1.350 1.284 -2.205
H 1.514 1.814 -4.620
H -0.540 1.571 -6.046
C 4.927 -0.463 1.193
C 4.603 -0.389 -0.281
O 3.183 -0.221 -0.471
P 2.228 -1.356 -1.089
O 0.819 -0.880 -0.824
Te 2.789 -3.529 -0.409
O 2.371 -1.166 -2.681
C 3.435 -1.709 -3.476
C 4.389 -0.612 -3.894
H 6.002 -0.602 1.333
H 4.406 -1.306 1.647
H 4.632 0.457 1.701
H 4.941 -1.295 -0.788
H 5.081 0.474 -0.749
H 2.964 -2.170 -4.344
H 3.943 -2.498 -2.919
H 3.873 0.155 -4.475
H 5.188 -1.028 -4.512
H 4.843 -0.136 -3.024
```

HOMO energy (eV): -6.9
Gap between HOMO and LUMO (eV): 6.239
Electronic energy (hartree): -3871.7788
LUMO level (eV): -0.65
Max |F| (hartree/bohr): 0.00669
Total charge: 0
Energy above the lowest of the compared OMol25 structures with the same formula, charge and spin (kJ/mol): 39.8

Formally, the Mulliken partial charges of the atoms, in units of the elementary charge, are as follows: In 0.710; C -2.104; C 0.332; N 1.118; N -1.366; C 0.526; N -0.468; S -0.533; C 1.001; C -1.202; C -0.804; C -1.249; C -0.733; N 1.174; H 0.310; H 0.459; H 0.603; H 0.252; H 0.252; H 0.535; H 0.449; H 0.518; H 0.548; I 0.243; C 0.210; C -0.622; C -0.743; C -0.948; C 0.899; C -0.907; C -1.193; C 0.296; C 0.543; C 0.490; H 0.456; H 0.403; H 0.381; H 0.341; H 0.430; H 0.200; S 0.118; N -0.691; C 0.736; C 0.300; C -0.418; C -1.166; C -0.222; N 0.516; C -0.362; C -0.614; N 0.592; C -0.277; C -1.411; C -0.683; C 0.380; C 0.719; N -0.682; H 0.533; H 0.474; H 0.423; H 0.711; H 0.512; H 0.528; C -0.957; C -0.617; O 0.189; P -1.042; O 0.325; Te -0.274; O -0.084; C -0.343; C -0.907; H 0.471; H 0.158; H 0.126; H 0.452; H 0.308; H 0.330; H 0.302; H 0.208; H 0.395; H 0.139


Among the records above, which one has the highest gap between HOMO and LUMO? C34H31FeN7O2S3Te